[1]
Here is 3 unconnected molecules or ions with the total composition C29H52ClFN3O11PS3 from the Open Molecules 2025 dataset. Energies are from ωB97M-V with the def2-TZVPD basis set.

Output
**HOMO-LUMO gap**: 9.7 eV
**Lowest unoccupied orbital energy**: 0.04 eV
**SMILES**: [H]/N=C(/C)C[C@@]1(CCCCCCC)[C@@](F)(CCCCS(=O)(=O)O)[C@@](S)(Cl)OS(=O)(=O)[C@]1(CCOC=O)P(=O)(O)O.CCCC#N.CCCC#N

Structure (ORCA input):
```
! RIJCOSX wB97M-V def2-TZVPD def2/J DEFGRID3
* xyz 0 1
H -0.1111 -1.5603 -4.0123
N 0.7586 -1.3623 -4.5009
C 1.7598 -1.4196 -3.7336
C 3.1185 -1.1545 -4.3540
C 1.7372 -1.8466 -2.2616
C 1.4039 -0.7892 -1.1512
C 2.3766 0.3897 -1.4792
C 1.9613 1.5065 -2.4472
C 3.0023 2.6397 -2.4183
C 2.3901 3.9528 -2.9199
C 1.4460 4.6303 -1.9203
C 2.1814 5.1681 -0.6795
C 1.4103 5.1763 0.6579
C -0.1113 -0.3791 -1.1965
F -0.3807 0.2632 -2.3889
C -1.0363 -1.6171 -1.2512
C -2.5675 -1.4524 -1.2808
C -3.2899 -1.6333 0.0773
C -4.3466 -0.5985 0.4813
S -5.5109 -0.0774 -0.7528
O -4.9026 0.8516 -1.6526
O -6.7212 0.2941 -0.0936
O -5.7796 -1.4254 -1.5658
C -0.4934 0.6169 -0.0555
S 0.7278 1.9036 0.3758
Cl -2.0092 1.4426 -0.4296
O -0.7307 -0.1680 1.1092
S 0.3736 -1.2295 1.6273
O 1.0027 -0.6739 2.7811
O -0.4040 -2.4237 1.7487
C 1.6943 -1.4936 0.3257
C 1.8410 -3.0552 0.2341
C 2.1203 -4.0115 1.4232
O 1.7277 -3.5622 2.7220
C 2.2140 -4.2927 3.7565
O 3.1427 -3.9610 4.4274
P 3.3823 -0.9716 0.9871
O 4.3506 -1.2145 -0.0880
O 3.3628 0.5045 1.5819
O 3.6705 -1.8829 2.2356
H 3.1128 -0.1924 -4.8649
H 3.9327 -1.1931 -3.6313
H 3.3091 -1.9252 -5.1043
H 2.7645 -2.1445 -2.0450
H 1.1321 -2.7456 -2.1862
H 3.2994 -0.0479 -1.8524
H 2.6886 0.9142 -0.5814
H 0.9904 1.9370 -2.2105
H 1.8925 1.1608 -3.4786
H 3.8227 2.3691 -3.0894
H 3.3846 2.7832 -1.4029
H 1.8325 3.7434 -3.8397
H 3.1880 4.6574 -3.1803
H 0.9775 5.4765 -2.4280
H 0.6248 3.9681 -1.6442
H 3.1092 4.6119 -0.5176
H 2.4920 6.1935 -0.9026
H 1.7944 4.3791 1.3046
H 1.5762 6.1098 1.1991
H 0.3391 5.0124 0.5376
H -0.7681 -2.0905 -2.1916
H -0.8018 -2.3388 -0.4730
H -2.9139 -2.2682 -1.9237
H -2.8782 -0.5502 -1.8070
H -3.7859 -2.6133 0.0827
H -2.5701 -1.6886 0.8926
H -4.9778 -1.0290 1.2631
H -3.9241 0.3171 0.8948
H -5.2511 -2.1545 -1.2153
H -0.0285 2.3318 1.3943
H 0.9570 -3.4318 -0.2724
H 2.6965 -3.2036 -0.4227
H 3.1828 -4.2634 1.4413
H 1.5833 -4.9416 1.2021
H 1.6452 -5.2108 3.9868
H 4.0006 1.0538 1.1039
H 3.2706 -1.5842 3.0663
C -2.0180 9.0672 -0.4179
C -3.2633 8.3052 -0.8528
C -3.3547 6.9108 -0.2213
C -2.2146 6.0725 -0.5927
N -1.3224 5.4158 -0.8846
H -1.1095 8.5507 -0.7313
H -2.0022 10.0630 -0.8601
H -1.9855 9.1814 0.6674
H -3.2769 8.2066 -1.9396
H -4.1576 8.8639 -0.5725
H -4.2644 6.3993 -0.5383
H -3.3786 6.9871 0.8677
C -1.1004 -8.1248 5.8116
C -1.3188 -6.8657 4.9830
C -2.1943 -7.1001 3.7472
C -1.5927 -8.0685 2.8293
N -1.1108 -8.8118 2.1035
H -0.5805 -8.8920 5.2362
H -0.4970 -7.9049 6.6918
H -2.0506 -8.5409 6.1513
H -0.3561 -6.4631 4.6622
H -1.7938 -6.0994 5.5976
H -2.3399 -6.1682 3.1986
H -3.1784 -7.4702 4.0409
*
```

---

[2]
Here is 8 unconnected molecules or ions with the total composition BH18O7 at a distorted geometry from the Open Molecules 2025 dataset. Energies are from ωB97M-V with the def2-TZVPD basis set.

Output
**HOMO-LUMO gap**: 9.2 eV
**Relative energy (zero: lowest compared OMol25 entry of this formula, charge and spin)**: 21.9 kcal per mole
**Lowest unoccupied orbital energy**: 3.17 eV

Structure (ORCA input):
```
! RIJCOSX wB97M-V def2-TZVPD def2/J DEFGRID3
* xyz -1 1
B -0.5111 0.9750 -0.4344
H -0.1852 2.0399 -1.0162
H 0.4238 0.5768 0.1979
H -1.4338 1.2725 0.2995
H -0.8596 0.1973 -1.2921
O 0.4603 1.7942 2.5865
H 0.3600 1.7935 1.6504
H 1.3881 1.4746 2.6750
O 2.7503 2.6252 0.0290
H 2.7336 3.1672 0.8471
H 1.9308 2.6411 -0.4247
O -2.5319 -2.3316 -1.7572
H -2.8256 -2.7430 -0.9335
H -2.6732 -1.4212 -1.5609
O 0.2245 -2.3733 -2.0323
H 0.0928 -1.6153 -2.6183
H -0.6824 -2.4294 -1.7173
O 2.3228 0.3515 -2.1135
H 2.0719 0.3975 -3.0220
H 1.7561 0.8805 -1.5095
O -0.7386 -2.6388 0.5920
H 0.0792 -2.5914 1.0617
H -0.8081 -1.7184 0.4680
O -1.1292 -0.5036 3.1895
H -1.5510 -0.1266 3.9579
H -0.6642 0.3056 2.8773
*
```

---

[3]
Here is a gas-phase ion, C3H8IN2O (charge +1) at a distorted geometry from the Open Molecules 2025 dataset. Energies are from ωB97M-V with the def2-TZVPD basis set.

Output
**HOMO-LUMO gap**: 7.7 eV
**Relative energy (zero: lowest compared OMol25 entry of this formula, charge and spin)**: 94.0 kcal per mole
**Lowest unoccupied orbital energy**: -6.43 eV
**SMILES**: CC(C)(I)[N+](N)=O

Structure (ORCA input):
```
! RIJCOSX wB97M-V def2-TZVPD def2/J DEFGRID3
* xyz 1 1
C 0.3971 -0.7637 -0.6792
C -0.5686 -0.0027 0.2607
C -0.1687 -0.3353 1.6410
I -2.8677 -0.0777 -0.0499
N -0.3814 1.4332 0.0718
N -0.3054 1.9072 -1.1747
O -0.4072 2.1166 1.0405
H 0.1267 -0.8554 -1.7769
H 0.3367 -1.8890 -0.4793
H 1.3788 -0.4899 -0.5765
H -0.4069 0.3792 2.4424
H 0.7879 -0.6764 1.7706
H -0.5834 -1.2586 2.1510
H 0.1800 1.2985 -1.8243
H -0.5653 2.8765 -1.2916
*
```

---

[4]
Here is 9 unconnected molecules or ions with the total composition C55H55Cl2F9O7P2S at a distorted geometry from the Open Molecules 2025 dataset. Energies are from ωB97M-V with the def2-TZVPD basis set.

Output
**HOMO-LUMO gap**: 9.2 eV
**Lowest unoccupied orbital energy**: 0.27 eV
**SMILES**: O=[P@](OCCCF)(OCCCCS(=O)(=O)Cl)OP(O)Cl.Fc1ccccc1.Fc1ccccc1.Fc1ccccc1.Fc1ccccc1.Fc1ccccc1.Fc1ccccc1.Fc1ccccc1.Fc1ccccc1

Structure (ORCA input):
```
! RIJCOSX wB97M-V def2-TZVPD def2/J DEFGRID3
* xyz 0 1
O -1.8629 0.5145 -2.7398
P -1.2729 -0.5837 -1.9641
O -1.8747 -0.7215 -0.5089
C -1.2345 -0.2270 0.6852
C -0.3778 -1.2597 1.4012
C -1.0560 -1.9955 2.5392
F -1.7898 -3.0921 2.0652
O 0.2946 -0.5291 -1.7757
C 1.2143 -1.2435 -2.6303
C 1.4711 -2.7133 -2.2992
C 2.5886 -2.9045 -1.2677
C 2.9573 -4.3827 -1.0340
S 2.8828 -5.0341 0.6118
O 1.5053 -5.0554 1.0125
O 3.7377 -6.1778 0.7068
Cl 3.7729 -3.5659 1.6904
O -1.5137 -2.0295 -2.5970
P -2.7080 -3.0915 -2.1670
O -1.9790 -3.7482 -0.8820
Cl -2.1468 -4.5167 -3.5195
H -2.0644 0.0828 1.3277
H -0.6754 0.6752 0.4274
H 0.5114 -0.7720 1.8075
H -0.0463 -2.0082 0.6773
H -0.3257 -2.3679 3.2522
H -1.7717 -1.3557 3.0689
H 0.8811 -1.1128 -3.6609
H 2.1487 -0.6819 -2.5346
H 1.7703 -3.1947 -3.2364
H 0.5583 -3.2160 -1.9616
H 3.4906 -2.3960 -1.6225
H 2.2944 -2.4161 -0.3343
H 3.9573 -4.6326 -1.3915
H 2.2477 -5.0495 -1.5421
H -2.5329 -3.7148 -0.0864
F 7.6801 -4.2565 -3.2292
C 7.3727 -5.5170 -2.8518
C 7.8207 -6.5695 -3.6235
C 7.5000 -7.8592 -3.2215
C 6.7440 -8.0764 -2.0774
C 6.3042 -6.9961 -1.3246
C 6.6232 -5.7001 -1.7075
H 8.4047 -6.3749 -4.5123
H 7.8454 -8.6988 -3.8104
H 6.4956 -9.0841 -1.7739
H 5.7131 -7.1490 -0.4321
H 6.3083 -4.8421 -1.1273
F 1.3752 4.4226 -1.2936
C 0.5140 4.5359 -2.3337
C 0.7951 5.4510 -3.3284
C -0.0896 5.5550 -4.3925
C -1.2260 4.7590 -4.4489
C -1.4784 3.8492 -3.4302
C -0.6054 3.7314 -2.3565
H 1.6855 6.0616 -3.2638
H 0.1145 6.2638 -5.1844
H -1.9097 4.8407 -5.2814
H -2.3535 3.2142 -3.4601
H -0.7851 3.0197 -1.5628
F 0.6037 -0.0820 4.1094
C 0.2086 1.0238 4.7900
C -1.1296 1.3533 4.8361
C -1.4942 2.4908 5.5452
C -0.5341 3.2692 6.1773
C 0.8062 2.9139 6.1011
C 1.1871 1.7773 5.4036
H -1.8657 0.7366 4.3386
H -2.5389 2.7667 5.6011
H -0.8296 4.1558 6.7214
H 1.5624 3.5260 6.5742
H 2.2215 1.4745 5.3137
F 3.3461 3.7084 4.1573
C 3.6803 3.1147 2.9881
C 5.0032 3.1175 2.6003
C 5.3329 2.5133 1.3947
C 4.3497 1.9312 0.6065
C 3.0262 1.9470 1.0274
C 2.6779 2.5381 2.2336
H 5.7549 3.5868 3.2196
H 6.3654 2.5012 1.0715
H 4.6150 1.4694 -0.3350
H 2.2534 1.5028 0.4117
H 1.6552 2.5699 2.5833
F -4.9380 -3.0530 1.6381
C -5.7304 -4.1435 1.5662
C -6.5560 -4.2779 0.4724
C -7.3706 -5.3985 0.3917
C -7.3449 -6.3540 1.3993
C -6.4997 -6.1905 2.4884
C -5.6768 -5.0766 2.5817
H -6.5605 -3.5173 -0.2970
H -8.0229 -5.5239 -0.4604
H -7.9825 -7.2254 1.3350
H -6.4774 -6.9331 3.2752
H -5.0059 -4.9278 3.4166
F -8.8757 -3.6444 -1.6199
C -9.2161 -2.3344 -1.6040
C -9.7775 -1.8179 -0.4544
C -10.1155 -0.4718 -0.4415
C -9.8923 0.3214 -1.5587
C -9.3246 -0.2322 -2.6982
C -8.9770 -1.5756 -2.7307
H -9.9395 -2.4594 0.4008
H -10.5537 -0.0427 0.4499
H -10.1579 1.3696 -1.5407
H -9.1480 0.3831 -3.5704
H -8.5273 -2.0300 -3.6025
F -2.1686 7.1076 -6.2031
C -2.1617 8.4514 -6.3383
C -2.5114 9.2226 -5.2485
C -2.4970 10.6028 -5.3926
C -2.1423 11.1819 -6.6035
C -1.7964 10.3761 -7.6796
C -1.8011 8.9937 -7.5548
H -2.7843 8.7443 -4.3180
H -2.7640 11.2274 -4.5503
H -2.1348 12.2583 -6.7080
H -1.5210 10.8232 -8.6257
H -1.5324 8.3436 -8.3759
F 9.1976 0.9082 6.3890
C 7.8553 0.9479 6.5199
C 7.2523 0.0953 7.4226
C 5.8714 0.1454 7.5516
C 5.1245 1.0302 6.7859
C 5.7609 1.8730 5.8842
C 7.1412 1.8401 5.7461
H 7.8570 -0.5868 8.0038
H 5.3791 -0.5123 8.2558
H 4.0480 1.0615 6.8924
H 5.1757 2.5630 5.2932
H 7.6643 2.4884 5.0561
*
```

---

[5]
Here is C4H8BrF in the gas phase at a distorted geometry from the Open Molecules 2025 dataset. Energies are from ωB97M-V with the def2-TZVPD basis set.

Output
**HOMO-LUMO gap**: 11.0 eV
**Relative energy (zero: lowest compared OMol25 entry of this formula, charge and spin)**: 16.0 kcal per mole
**Lowest unoccupied orbital energy**: 0.82 eV
**SMILES**: CC(C)(F)CBr

Structure (ORCA input):
```
! RIJCOSX wB97M-V def2-TZVPD def2/J DEFGRID3
* xyz 0 1
C -0.7865 -0.0941 1.3334
C 0.1775 -0.1478 0.2335
C 0.8899 1.1560 -0.1706
F 1.2396 -1.0879 0.6940
C -0.4759 -0.7655 -1.0561
Br 0.7555 -1.0717 -2.5078
H -0.9735 -1.1310 1.8683
H -1.8072 0.2252 1.0582
H -0.3963 0.6657 1.9979
H 1.7993 0.7163 -0.7203
H 0.2774 1.5402 -0.9008
H 1.3279 1.9503 0.3997
H -1.2178 -0.1608 -1.3995
H -0.8099 -1.7949 -0.8299
*
```

---

[6]
Here is a gas-phase ion, C7H12BrN2O (charge +1) at a distorted geometry from the Open Molecules 2025 dataset. Energies are from ωB97M-V with the def2-TZVPD basis set.

Output
**HOMO-LUMO gap**: 9.6 eV
**Relative energy (zero: lowest compared OMol25 entry of this formula, charge and spin)**: 64.1 kcal per mole
**Lowest unoccupied orbital energy**: -3.26 eV
**SMILES**: BrC1=NO[C@]2(CCC[NH2+]C2)C1

Structure (ORCA input):
```
! RIJCOSX wB97M-V def2-TZVPD def2/J DEFGRID3
* xyz 1 1
Br 0.1812 -3.0644 -3.6796
C -0.2430 -1.8714 -2.2803
N -1.3004 -1.0337 -2.2078
O -1.0553 -0.0216 -1.2122
C 0.1296 -0.4361 -0.4841
C 1.1063 0.8102 -0.3146
C 0.2865 2.0182 0.3334
C -0.4768 1.5136 1.6376
N -1.1099 0.2050 1.4826
C -0.2225 -0.8864 0.9476
C 0.7284 -1.6114 -1.2458
H 1.4065 1.2359 -1.2799
H 1.9656 0.5005 0.2895
H -0.3576 2.5294 -0.4087
H 0.9004 2.8546 0.5190
H -1.3959 2.1594 1.9151
H 0.1867 1.6155 2.5369
H -1.9423 0.2585 0.8901
H -1.4138 -0.0986 2.4019
H 0.6314 -0.8568 1.6985
H -0.6242 -1.9318 0.8908
H 1.6585 -1.3739 -1.8065
H 0.9606 -2.5145 -0.6237
*
```